Run P
Computed, not measured: C4H7NO as an isolated structure, with the ωB97M-V functional and the def2-TZVPD basis.

Structure (XYZ):
```
13
C4H7NO (the ωB97M-V functional and the def2-TZVPD basis)
C 1.62386 0.10435 0.25785
C 0.55776 -0.05898 -0.78244
C -0.68902 0.90153 -0.32260
C -1.21392 -0.36856 0.41925
H 1.21960 0.66886 1.51242
H 0.94083 0.08646 -1.81738
H -1.40170 1.13085 -1.11793
H -0.57517 1.75109 0.38974
H -0.97965 -0.22292 1.45408
H -2.21229 -0.62726 0.23395
H 0.16914 -1.93070 0.19871
N -0.35583 -1.22289 -0.39375
O 2.91639 -0.21184 -0.03192
```

Output
- Kohn-Sham gap (Eh) = 0.357
- molecular weight (g/mol) = 85.11
- E_HOMO (eV) = -9.626
- charge = 0
- LUMO (eV) = 0.078


Run Q
Computed, not measured: one molecule with the formula C4H7NO, with the ωB97M-V functional and the def2-TZVPD basis.

Structure (XYZ):
```
13
C4H7NO (the ωB97M-V functional and the def2-TZVPD basis)
O -0.98801 0.69730 1.05755
C -0.45158 1.09154 -0.20575
C 0.93291 0.45712 -0.37554
C 0.78381 -0.95963 0.17940
C -0.33024 -1.76828 -0.29800
N -1.39011 -2.23521 -0.32658
H -1.91642 0.45871 0.96885
H -0.39630 2.18084 -0.21940
H -1.08895 0.73112 -1.02202
H 1.67099 0.95131 0.27022
H 1.28179 0.58943 -1.40878
H 0.16268 -0.68703 1.08538
H 1.72944 -1.50722 0.29469
```

Output
- SMILES = N#CCCCO
- Kohn-Sham gap (Eh) = 0.420
- molecular weight (g/mol) = 85.11
- E_HOMO (eV) = -10.621
- charge = 0
- LUMO (eV) = 0.816


Run R
Computed, not measured: a 2-piece molecular cluster, C4H7NO overall, with the ωB97M-V functional and the def2-TZVPD basis.

Structure (XYZ):
```
13
C4H7NO (the ωB97M-V functional and the def2-TZVPD basis)
C 0.95357 1.01211 0.50515
C 0.73121 -0.43113 0.12417
O 1.60065 -1.13668 -0.32986
C -0.64411 -1.07712 0.38804
C -1.76783 -0.15564 0.56183
N -2.65491 0.57303 0.70488
H 1.74055 1.43228 -0.12467
H 0.04129 1.61181 0.43851
H 1.29844 1.02932 1.54587
H -0.22504 0.47413 -2.19339
H 0.34868 0.00959 -2.28032
H -0.53888 -1.67965 1.29888
H -0.85302 -1.77031 -0.43410
```

Output
- SMILES = CC(=O)CC#N.[H][H]
- Kohn-Sham gap (Eh) = 0.409
- molecular weight (g/mol) = 85.11
- E_HOMO (eV) = -10.391
- charge = 0
- LUMO (eV) = 0.746


Run S
Computed, not measured: one molecule with the formula C4H7NO, with the ωB97M-V functional and the def2-TZVPD basis.

Structure (XYZ):
```
13
C4H7NO (the ωB97M-V functional and the def2-TZVPD basis)
O 1.52765 0.11283 1.12189
C 1.01561 0.24846 -0.16073
C 0.05556 -0.82096 -0.49896
C -1.33751 -0.61711 0.17821
C -1.66368 0.85154 0.13866
N -0.77635 1.65890 -0.05519
H 2.22837 0.76032 1.25714
H 1.77985 0.46726 -0.91857
H 0.08722 2.11861 -0.30440
H 0.41635 -1.80444 -0.17132
H -0.07873 -0.84896 -1.58476
H -1.31079 -0.90285 1.23724
H -2.11580 -1.22045 -0.29785
```

Output
- Kohn-Sham gap (spin up / spin down) (Eh) = 0.286 / 0.281
- molecular weight (g/mol) = 85.11
- E_HOMO (spin up / spin down) (eV) = -7.039 / -6.887
- charge = 0
- LUMO (spin up / spin down) (eV) = 0.751 / 0.747


We find run Q to be the most stable, with the next structure 0.0037 hartree higher.


Run P
Computed, not measured: one molecule with the formula C4H7NO, with the ωB97M-V functional and the def2-TZVPD basis.

Structure (XYZ):
```
13
C4H7NO (the ωB97M-V functional and the def2-TZVPD basis)
O 2.38505 1.25621 -0.27079
C 1.82185 0.23769 -0.60092
N 0.46948 0.05890 -0.76331
C -0.55875 1.01571 -0.30179
C -1.36403 -0.17998 0.25520
C -0.13258 -1.06165 -0.01404
H 2.36104 -0.70989 -0.81429
H -0.16982 1.71782 0.44746
H -1.04776 1.57368 -1.11106
H -1.66000 -0.10852 1.29852
H -2.23300 -0.44922 -0.34696
H -0.26676 -1.98835 -0.57803
H 0.44366 -1.26126 0.89575
```

Output
- SMILES = O=CN1CCC1
- Kohn-Sham gap (Eh) = 0.390
- molecular weight (g/mol) = 85.11
- E_HOMO (eV) = -9.617
- charge = 0
- LUMO (eV) = 1.000


Run Q
Computed, not measured: one molecule with the formula C4H7NO, with the ωB97M-V functional and the def2-TZVPD basis.

Structure (XYZ):
```
13
C4H7NO (the ωB97M-V functional and the def2-TZVPD basis)
O 1.41951 0.88146 0.87297
C 1.42570 0.21001 -0.33760
C -0.08362 -0.77287 -0.71313
C -1.02279 -0.56789 0.45068
C -1.47932 0.82904 0.53079
N -1.80834 1.93837 0.57876
H 1.04734 1.76822 0.79971
H 2.23105 -0.51622 -0.32684
H 0.87665 0.50864 -1.19615
H 0.27399 -1.78930 -0.81799
H -0.62694 -0.54514 -1.67268
H -0.46481 -0.77966 1.36301
H -1.90083 -1.21739 0.41447
```

Output
- SMILES = N#CCCCO
- Kohn-Sham gap (Eh) = 0.365
- molecular weight (g/mol) = 85.11
- E_HOMO (eV) = -9.092
- charge = 0
- LUMO (eV) = 0.839


Run R
Computed, not measured: a 2-piece molecular cluster, C4H7NO overall, with the ωB97M-V functional and the def2-TZVPD basis.

Structure (XYZ):
```
13
C4H7NO (the ωB97M-V functional and the def2-TZVPD basis)
O -1.93364 0.35929 1.14910
C -1.61041 -0.64936 0.55787
N -0.45933 -1.33787 0.80485
C 1.23335 -0.37389 -0.51729
C 1.26194 1.02738 0.03351
C 0.55253 0.75866 -1.24503
H -2.19006 -1.07115 -0.28275
H 0.06664 -1.11761 1.63930
H -0.25851 -2.21405 0.34904
H 0.62325 1.28226 0.87842
H 2.25131 1.48148 0.07221
H 0.99196 0.98685 -2.21522
H -0.52902 0.86801 -1.22400
```

Output
- Kohn-Sham gap (Eh) = 0.330
- molecular weight (g/mol) = 85.11
- E_HOMO (eV) = -8.766
- charge = 0
- LUMO (eV) = 0.212


Run S
Computed, not measured: one molecule with the formula C4H7NO, with the ωB97M-V functional and the def2-TZVPD basis.

Structure (XYZ):
```
13
C4H7NO (the ωB97M-V functional and the def2-TZVPD basis)
C -1.43898 -0.41051 0.34772
C -0.28824 -0.11207 -0.61390
C 0.54523 1.13846 -0.23806
C 1.55858 0.12542 0.31384
O 2.49299 0.15733 1.06954
N 0.92565 -0.91326 -0.34823
H -2.13139 -1.15268 -0.06388
H -1.03231 -0.80501 1.28618
H -2.01027 0.49579 0.58288
H -0.61720 -0.15832 -1.65614
H 0.93423 1.68331 -1.10447
H 0.10837 1.83461 0.48349
H 0.95332 -1.88309 -0.05897
```

Output
- SMILES = C[C@H]1CC(=O)N1
- Kohn-Sham gap (Eh) = 0.396
- molecular weight (g/mol) = 85.11
- E_HOMO (eV) = -9.813
- charge = 0
- LUMO (eV) = 0.971


We find run S to be the most stable, with the next structure 0.0246 hartree higher.


Run P
Computed, not measured: one molecule with the formula C4H7NO, with the ωB97M-V functional and the def2-TZVPD basis.

Structure (XYZ):
```
13
C4H7NO (the ωB97M-V functional and the def2-TZVPD basis)
C -0.04341 1.43091 0.56858
C 0.07281 0.01606 0.05481
C -0.34821 -0.35673 -1.32888
N 1.05641 -0.25078 -0.99406
C -0.10776 -1.08498 1.04975
O 0.20263 -2.23420 0.82463
H 0.60804 1.59376 1.43467
H 0.25923 2.13218 -0.21304
H -1.07303 1.65970 0.86587
H -0.77627 -1.34820 -1.46446
H -0.73884 0.42111 -1.98168
H 1.43416 -1.18636 -0.84243
H -0.54575 -0.79246 2.02625
```

Output
- SMILES = C[C@@]1(C=O)CN1
- Kohn-Sham gap (Eh) = 0.398
- molecular weight (g/mol) = 85.11
- E_HOMO (eV) = -9.927
- charge = 0
- LUMO (eV) = 0.901


Run Q
Computed, not measured: one molecule with the formula C4H7NO, with the ωB97M-V functional and the def2-TZVPD basis.

Structure (XYZ):
```
13
C4H7NO (the ωB97M-V functional and the def2-TZVPD basis)
C 1.41428 -0.61816 0.02103
C 0.01014 -0.05666 -0.01364
C -0.30853 1.39999 0.03071
N -0.32100 0.69749 -1.23159
C -1.07546 -0.92133 0.53585
O -2.24570 -0.61693 0.50420
H 1.52415 -1.33299 -0.79883
H 2.15324 0.17406 -0.11465
H 1.64846 -1.13857 0.95779
H -1.26643 1.67202 0.46892
H 0.49811 2.11401 0.16922
H -1.28204 0.50817 -1.51394
H -0.74922 -1.88110 0.98494
```

Output
- SMILES = C[C@@]1(C=O)CN1
- Kohn-Sham gap (Eh) = 0.397
- molecular weight (g/mol) = 85.11
- E_HOMO (eV) = -9.919
- charge = 0
- LUMO (eV) = 0.874


We find run P to be the most stable, with the next structure 0.0021 hartree higher.


Run P
Computed, not measured: one molecule with the formula C4H7NO, with the ωB97M-V functional and the def2-TZVPD basis.

Structure (XYZ):
```
13
C4H7NO (the ωB97M-V functional and the def2-TZVPD basis)
C 1.12327 1.31604 -0.06342
C 0.28004 0.07158 -0.00451
C -1.06939 0.16063 -0.05970
C 1.05418 -1.21403 -0.06151
H 0.54321 2.23689 -0.25429
H 2.00539 1.19811 -0.76941
H 1.61496 1.59423 0.90674
H -1.48484 1.14910 0.02856
H -1.77835 -1.75276 0.21169
H -2.91051 -0.46307 0.24507
H 0.43712 -2.16826 -0.01480
N -2.06506 -0.83976 -0.13299
O 2.24999 -1.28870 -0.03143
```

Output
- SMILES = C/C(C=O)=C/N
- Kohn-Sham gap (Eh) = 0.346
- molecular weight (g/mol) = 85.11
- E_HOMO (eV) = -8.721
- charge = 0
- LUMO (eV) = 0.689


Run Q
Computed, not measured: one molecule with the formula C4H7NO, with the ωB97M-V functional and the def2-TZVPD basis.

Structure (XYZ):
```
13
C4H7NO (the ωB97M-V functional and the def2-TZVPD basis)
O -1.98134 -1.57043 0.37039
C -1.21133 -0.51204 0.01788
C 0.30673 1.83532 0.06587
N 0.91751 1.00701 -0.68994
C 1.28528 -0.20885 -0.02899
C 0.00951 -0.80471 -0.52579
H -1.33664 -2.24802 0.62804
H -1.75522 0.43557 0.09034
H 0.47955 1.86357 1.14379
H -0.25942 2.62590 -0.41294
H 1.30981 -0.18217 1.08167
H 2.18030 -0.72380 -0.39868
H 0.05525 -1.51735 -1.34164
```

Output
- SMILES = C=NC/C=C/O
- Kohn-Sham gap (spin up / spin down) (Eh) = 0.314 / 0.314
- molecular weight (g/mol) = 85.11
- E_HOMO (spin up / spin down) (eV) = -7.903 / -7.903
- charge = 0
- LUMO (spin up / spin down) (eV) = 0.639 / 0.638


Run R
Computed, not measured: one molecule with the formula C4H7NO, with the ωB97M-V functional and the def2-TZVPD basis.

Structure (XYZ):
```
13
C4H7NO (the ωB97M-V functional and the def2-TZVPD basis)
C 1.58336 -0.82160 -0.20188
C 0.18943 -0.33745 -0.03802
C -0.98158 1.56357 -0.11194
N -0.35064 0.70090 -0.86524
C -0.77640 -0.77168 0.86130
O -1.85500 -0.16078 1.10086
H 1.80175 -1.20885 -1.20541
H 2.30927 -0.02232 0.01127
H 1.75777 -1.61996 0.52781
H -1.88779 2.06911 -0.41530
H -0.43075 1.92007 0.75181
H -0.77952 0.43786 -1.75295
H -0.57990 -1.74887 1.33770
```

Output
- Kohn-Sham gap (spin up / spin down) (Eh) = 0.292 / 0.292
- molecular weight (g/mol) = 85.11
- E_HOMO (spin up / spin down) (eV) = -7.466 / -7.466
- charge = 0
- LUMO (spin up / spin down) (eV) = 0.482 / 0.483


Run S
Computed, not measured: a 2-piece molecular cluster, C4H7NO overall, with the ωB97M-V functional and the def2-TZVPD basis.

Structure (XYZ):
```
13
C4H7NO (the ωB97M-V functional and the def2-TZVPD basis)
C -1.53322 0.13048 -1.34548
O -1.18822 1.40349 -0.76332
C 0.06346 1.61563 -0.51058
C 1.68744 -0.65169 1.21917
C 0.40614 -1.35138 1.15992
N -0.62103 -1.87984 1.08894
H -0.62062 -0.43197 -1.54895
H -2.08835 0.34437 -2.26040
H -2.15793 -0.40458 -0.62892
H 0.04666 2.64509 -0.07648
H 1.58923 0.26520 0.62411
H 1.94076 -0.41204 2.25485
H 2.47567 -1.27275 0.78713
```

Output
- Kohn-Sham gap (Eh) = 0.350
- molecular weight (g/mol) = 85.11
- E_HOMO (eV) = -8.880
- charge = 0
- LUMO (eV) = 0.634


We find run P to be the most stable, with the next structure 0.0583 hartree higher.


Run P
Computed, not measured: one molecule with the formula C4H7NO, with the ωB97M-V functional and the def2-TZVPD basis.

Structure (XYZ):
```
13
C4H7NO (the ωB97M-V functional and the def2-TZVPD basis)
C -1.55777 0.38786 -0.40256
C -0.31808 -0.46116 -0.12919
C 1.07671 -0.03564 -0.66720
N 1.57116 -0.14251 0.70432
C 0.33051 -0.32255 1.26312
O -0.07103 -0.31411 2.39999
H -2.42332 -0.24482 -0.61087
H -1.80424 1.00131 0.46954
H -1.42169 1.04964 -1.26291
H -0.50268 -1.51760 -0.34778
H 1.10155 0.98572 -1.06638
H 1.55375 -0.72370 -1.37251
H 2.43634 0.16524 1.12557
```

Output
- SMILES = C[C@H]1CNC1=O
- Kohn-Sham gap (Eh) = 0.394
- molecular weight (g/mol) = 85.11
- E_HOMO (eV) = -9.738
- charge = 0
- LUMO (eV) = 0.994


Run Q
Computed, not measured: one molecule with the formula C4H7NO, with the ωB97M-V functional and the def2-TZVPD basis.

Structure (XYZ):
```
13
C4H7NO (the ωB97M-V functional and the def2-TZVPD basis)
C 0.21117 0.24641 1.54896
C 0.18366 -0.44824 0.21110
C 1.25101 -1.01718 -0.35767
N -1.11066 -0.58039 -0.35116
C -1.47219 0.30089 -1.18449
O -0.73084 1.34402 -1.58962
H -0.48352 1.09327 1.57005
H 1.21010 0.61906 1.79235
H -0.10980 -0.45968 2.31807
H 0.13399 1.22924 -1.15009
H 1.18354 -1.48700 -1.33330
H 2.18909 -1.11812 0.17473
H -2.45556 0.27771 -1.64894
```

Output
- SMILES = C=C(C)/N=C\O
- Kohn-Sham gap (Eh) = 0.370
- molecular weight (g/mol) = 85.11
- E_HOMO (eV) = -9.150
- charge = 0
- LUMO (eV) = 0.931


Run R
Computed, not measured: one molecule with the formula C4H7NO, with the ωB97M-V functional and the def2-TZVPD basis.

Structure (XYZ):
```
13
C4H7NO (the ωB97M-V functional and the def2-TZVPD basis)
C 2.19214 0.01628 0.04520
C 0.71579 -0.05122 0.07949
C -1.62206 0.53654 0.16728
C -0.14740 1.12804 -0.15792
H 2.62953 -0.13371 1.06965
H 2.46698 1.08773 -0.22374
H 2.57249 -0.68978 -0.75250
H -1.97068 0.78437 1.28694
H -2.48706 0.86948 -0.45771
H -0.05696 1.47520 -1.30321
H 0.19370 2.07147 0.47122
N 0.05055 -1.15040 0.02941
O -1.31659 -0.89872 -0.13761
```

Output
- SMILES = CC1=NOCC1
- Kohn-Sham gap (Eh) = 0.369
- molecular weight (g/mol) = 85.11
- E_HOMO (eV) = -9.104
- charge = 0
- LUMO (eV) = 0.933


We find run P to be the most stable, with the next structure 0.0206 hartree higher.


Run P
Computed, not measured: a 2-piece molecular cluster, C4H7NO overall, with the ωB97M-V functional and the def2-TZVPD basis.

Structure (XYZ):
```
13
C4H7NO (the ωB97M-V functional and the def2-TZVPD basis)
C -0.28445 -1.36314 -1.72438
N -1.26019 -1.07432 -0.72962
C -2.04068 -0.81457 0.10539
C 0.18557 1.62420 0.83226
C 0.82714 0.56614 1.60975
O 1.09336 0.71542 0.22156
H 0.63491 -0.83564 -1.46212
H -0.64505 -1.02405 -2.69860
H -0.10707 -2.44075 -1.76086
H -0.85711 1.50302 0.54322
H 0.54566 2.64881 0.91628
H 1.66015 0.81108 2.26793
H 0.24778 -0.31620 1.87919
```

Output
- Kohn-Sham gap (Eh) = 0.421
- molecular weight (g/mol) = 85.11
- E_HOMO (eV) = -10.450
- charge = 0
- LUMO (eV) = 1.018


Run Q
Computed, not measured: one molecule with the formula C4H7NO, with the ωB97M-V functional and the def2-TZVPD basis.

Structure (XYZ):
```
13
C4H7NO (the ωB97M-V functional and the def2-TZVPD basis)
C 0.72178 -0.68105 -1.69689
C 0.11592 -0.71604 -0.30775
O 0.67099 0.33911 0.45984
C -0.09082 0.66572 1.57976
C -1.26644 1.47127 1.18147
N -2.13886 2.13499 0.81089
H 1.80695 -0.82656 -1.70744
H 0.23665 -1.46087 -2.29637
H 0.51064 0.28867 -2.15525
H 0.27876 -1.68718 0.19716
H -0.95965 -0.54286 -0.44629
H 0.55257 1.23855 2.25636
H -0.43849 -0.22376 2.12451
```

Output
- SMILES = CCOCC#N
- Kohn-Sham gap (Eh) = 0.430
- molecular weight (g/mol) = 85.11
- E_HOMO (eV) = -10.824
- charge = 0
- LUMO (eV) = 0.890


Run R
Computed, not measured: one molecule with the formula C4H7NO, with the ωB97M-V functional and the def2-TZVPD basis.

Structure (XYZ):
```
13
C4H7NO (the ωB97M-V functional and the def2-TZVPD basis)
O 2.53820 -0.80378 -0.26174
N 1.84110 0.33740 0.12412
C 0.58932 0.15140 0.12426
C -0.38732 -0.95852 -0.21028
C -1.53744 0.05405 0.06608
C -0.49666 1.18316 0.29787
H 3.45337 -0.49495 -0.24400
H -0.30998 -1.31278 -1.24380
H -0.35436 -1.82657 0.45549
H -2.22147 0.23591 -0.76681
H -2.12885 -0.19491 0.95124
H -0.44431 1.89293 -0.53241
H -0.54159 1.73666 1.23998
```

Output
- SMILES = ON=C1CCC1
- Kohn-Sham gap (Eh) = 0.388
- molecular weight (g/mol) = 85.11
- E_HOMO (eV) = -9.426
- charge = 0
- LUMO (eV) = 1.121


We find run Q to be the most stable, with the next structure 0.0519 hartree higher.